145
Properties=species:S:1:pos:R:3:mulliken_spin:R:1 method="wB97M-V/def2-TZVPD" total_charge=+2 lumo_energy_ha="-0.190 / -0.341" spin_multiplicity=4 orbital_gap_ev="7.59 / 3.48"
Pd 3.86435 -0.82365 1.70774 1.547
C -0.24749 0.35862 1.45265 0.173
C 0.97298 0.88130 0.59701 -0.006
O 2.03285 -0.01073 0.64464 0.829
H -1.04979 1.09243 1.37548 -0.008
H 0.00143 0.22494 2.50539 0.001
H -0.54650 -0.62167 1.08152 -0.008
H 1.20025 1.85037 1.04125 0.042
H 0.50776 0.98944 -0.38277 0.028
C -1.91012 -3.18719 1.12063 -0.003
C -2.12332 -4.57569 0.44892 0.000
C -0.72051 -5.06103 0.00472 0.000
O -0.90979 -6.33239 -0.63373 0.000
C 0.29216 -6.79414 -1.23318 0.000
N -2.64784 -5.48219 1.47674 0.000
H -2.85230 -2.80323 1.51174 -0.001
H -1.49651 -2.41711 0.46947 -0.002
H -1.20806 -3.40896 1.92439 -0.001
H -2.79278 -4.66888 -0.40621 0.000
H -0.00810 -5.11948 0.82761 0.000
H -0.36546 -4.32869 -0.72035 0.000
H 0.59816 -6.21403 -2.10378 0.000
H 0.25042 -7.82460 -1.58602 0.000
H 1.12181 -6.66715 -0.53773 0.000
H -2.67841 -6.39104 1.03725 0.000
H -3.64642 -5.45356 1.62546 0.000
C -3.07236 -0.05846 -0.90835 -0.003
C -4.12764 -1.13322 -1.02889 0.000
C -5.42825 -0.74405 -0.23334 0.000
O -5.21002 -0.58146 1.20762 0.000
C -6.44148 -0.54590 1.92281 0.000
N -4.52787 -1.29534 -2.44027 0.000
H -2.62140 -0.19049 0.07517 0.006
H -3.48059 0.93158 -1.11144 0.000
H -2.27807 -0.23437 -1.63378 0.000
H -3.77596 -2.09385 -0.65259 0.000
H -6.15790 -1.53428 -0.41006 0.000
H -5.74342 0.17187 -0.73320 0.000
H -7.21098 0.06910 1.45616 0.000
H -6.33457 -0.23216 2.96120 0.000
H -6.86734 -1.54279 1.80892 0.000
H -5.07838 -2.14075 -2.48845 0.000
H -3.70524 -1.67620 -2.88562 0.000
C 5.49586 3.63119 -5.45897 0.000
C 4.33686 3.00576 -4.78794 0.000
C 3.70248 3.84440 -3.67345 0.000
O 2.67193 3.08581 -3.08279 0.001
C 2.13071 3.59831 -1.87415 0.004
N 3.30135 2.68742 -5.73064 0.000
H 5.78472 3.07901 -6.35326 0.000
H 6.37897 3.75710 -4.83257 0.000
H 5.18848 4.61905 -5.80210 0.000
H 4.74588 2.11704 -4.30733 0.000
H 3.30703 4.75928 -4.11472 0.000
H 4.39005 4.12480 -2.87550 0.000
H 1.21584 3.17313 -1.46144 -0.005
H 1.94018 4.67048 -1.92167 0.000
H 2.93984 3.46860 -1.15542 -0.001
H 3.38799 1.74149 -6.07387 0.000
H 2.49882 2.64135 -5.11915 0.000
C -3.31553 -1.42720 4.03643 -0.003
C -3.54801 -0.62686 5.32032 0.000
C -4.85548 -1.08093 6.07775 0.000
O -4.89681 -0.51822 7.40955 0.000
C -6.13373 -0.91921 8.04715 0.000
N -2.39549 -0.76317 6.16471 0.000
H -3.07983 -2.48362 4.16488 0.000
H -2.49836 -0.88425 3.56151 0.003
H -4.05482 -1.41196 3.23560 0.000
H -3.65430 0.43755 5.11097 0.000
H -4.93583 -2.16610 6.14147 0.000
H -5.71190 -0.74097 5.49546 0.000
H -6.23752 -0.52194 9.05685 0.000
H -6.27436 -1.99503 8.15167 0.000
H -6.95843 -0.48027 7.48563 0.000
H -1.64999 -0.39230 5.59306 0.000
H -2.09858 -1.72841 6.18123 0.000
C 1.52807 -1.75843 -2.88858 0.002
C 1.83115 -0.32822 -3.21814 0.000
C 0.53083 0.51271 -3.31062 0.005
O -0.30695 -0.01243 -4.32614 0.001
C -1.45820 0.77403 -4.59695 0.000
N 2.81379 0.30144 -2.35563 0.010
H 0.67136 -2.09420 -3.47289 0.000
H 1.22599 -1.88346 -1.84876 -0.003
H 2.41525 -2.39100 -2.91794 0.000
H 2.32023 -0.31840 -4.19220 0.003
H 0.59834 1.59248 -3.44335 -0.001
H -0.07417 0.32559 -2.42345 -0.001
H -1.13819 1.75627 -4.94465 0.000
H -2.09737 0.83327 -3.71601 0.000
H -2.07486 0.42049 -5.42329 0.000
H 2.75105 1.30531 -2.44737 0.003
H 2.52258 0.19956 -1.39391 -0.010
C 6.27596 1.25333 -1.34874 0.009
C 5.84564 0.70115 0.01630 -0.002
C 5.04206 1.76919 0.88986 0.038
O 4.69513 1.08587 2.14552 0.083
C 4.26243 1.99819 3.15279 -0.005
N 5.13488 -0.54439 -0.16031 0.133
H 5.42595 1.63910 -1.91155 0.002
H 6.68307 0.54692 -2.07218 0.000
H 7.01293 2.04918 -1.24100 0.000
H 6.80806 0.51380 0.49249 -0.005
H 4.14402 2.09720 0.36638 -0.040
H 5.64983 2.65351 1.08143 0.000
H 4.03376 1.57616 4.13141 0.002
H 3.34630 2.49599 2.83498 0.003
H 5.04275 2.75105 3.26422 0.002
H 5.86320 -1.10293 -0.58182 0.006
H 4.50639 -0.37246 -0.93202 -0.008
C 1.18721 -2.34234 5.02603 0.010
C 2.23779 -2.21280 3.86610 -0.003
C 1.82160 -2.82792 2.58013 0.011
O 2.77440 -2.68776 1.53117 0.066
C 2.30051 -3.32111 0.35820 -0.014
N 2.58788 -0.79245 3.71225 0.119
H 1.45156 -1.98338 6.02071 0.000
H 1.05293 -3.40564 5.22465 -0.001
H 0.25544 -1.86202 4.72736 0.001
H 3.09239 -2.77742 4.23889 -0.003
H 0.92825 -2.31368 2.22573 -0.012
H 1.70000 -3.90212 2.71948 0.000
H 1.27716 -3.01960 0.13473 0.009
H 2.28325 -4.40767 0.27352 0.001
H 2.92351 -2.87258 -0.41562 -0.002
H 1.72304 -0.33558 3.46039 -0.004
H 2.73060 -0.43850 4.64736 0.004
C -0.57487 5.72107 -3.64519 0.000
C -1.61850 4.60252 -3.83457 0.000
C -1.73964 3.70596 -2.58235 -0.002
O -2.30233 4.43402 -1.52256 0.000
C -1.95726 3.86918 -0.25444 -0.001
N -2.86798 5.22223 -4.17011 0.000
H -1.00392 6.55712 -3.09289 0.000
H -0.14585 6.09532 -4.57470 0.000
H 0.25907 5.36561 -3.03997 0.000
H -1.36588 3.90994 -4.63744 0.000
H -0.81271 3.17710 -2.36057 0.002
H -2.39598 2.88452 -2.86967 0.000
H -2.21858 2.81994 -0.11700 0.001
H -2.51466 4.39928 0.51784 0.000
H -0.88111 4.02131 -0.17160 0.001
H -3.32932 5.17316 -3.27298 0.000
H -3.38459 4.51618 -4.67478 0.000